C30H77F3HfN3O10 as an isolated structure at a distorted geometry, computed with ωB97M-V/def2-TZVPD.

ORCA input file:
```
! wB97M-V def2-TZVPD RIJCOSX def2/J DEFGRID3
* xyz 1 1
H -0.34110 2.43381 6.15975
C 0.16045 4.31628 1.83501
H -2.15018 2.71118 -1.99837
C -3.33869 2.27829 -5.74701
N 0.26982 2.32759 0.34771
H 0.77695 4.90841 2.51131
H 0.99508 1.71760 -0.00158
H -0.80538 -1.56557 3.61953
H -2.40987 4.37403 0.40892
H 1.71699 -1.21649 0.95072
H -3.55864 -2.26601 0.86150
C 3.57764 -1.45753 2.13349
O 2.53200 1.49618 -1.43431
H -1.42139 -2.25391 1.55315
O -0.94571 1.33584 4.49403
H 2.37133 1.61318 -2.37351
H 1.41063 -1.67993 -1.42074
H -0.52261 0.69882 -6.57261
C -0.03149 -4.39704 5.17605
H -1.51370 1.58885 -4.02338
H 0.20352 -5.30496 5.73152
O 0.76198 -2.35090 4.24466
H -4.03991 0.67130 -0.58788
C 1.19274 -3.56235 4.83285
H 0.90896 1.37521 5.50404
H -0.93860 0.37384 -10.57050
C 1.11048 -0.36322 -6.68783
H 1.47193 -1.72097 4.10061
C 4.41983 0.07392 -1.42065
H -0.33585 5.10243 1.26601
H -4.24295 2.12392 -5.15829
O -2.27201 2.24518 0.07753
C -0.64599 -0.19995 -4.88065
H -0.75084 -3.82022 5.75737
H -1.48318 1.23714 -1.60285
C -3.02008 3.50260 0.17148
H 1.95018 -3.13385 -2.15320
H -0.37220 3.95946 -0.90065
C -3.37662 -1.51172 1.62701
H 5.18151 1.93627 0.30739
C 0.50223 -1.00751 -7.90583
H -2.31166 4.81131 3.04578
H 1.83623 -2.66264 2.05210
H 4.06358 -3.10018 3.53642
C -0.21203 -2.94279 -2.19305
H 1.69328 2.92905 1.70412
H -0.90521 4.69583 4.14284
H 4.41711 2.19553 -1.93434
H 5.49187 -0.10755 -1.49744
F 0.97773 0.78504 2.66587
H -0.18508 -1.18732 -10.51125
N -1.49473 -0.95858 3.19943
O -0.82478 3.47305 2.49135
H 2.37397 -0.22037 2.99208
H 3.95108 -0.59500 -0.69891
C 4.11952 2.09079 0.11663
H -5.01542 0.60901 0.93044
H -1.54322 -3.87344 -0.77030
C 1.01701 3.42104 1.00505
C -2.11417 -1.99025 2.35231
H -2.08660 3.50208 4.21770
H -0.31591 -1.65570 -7.59179
H 4.20004 -0.76223 1.57021
H -2.87717 3.20662 -5.41044
C -1.57957 4.13862 3.49257
H 0.49227 2.73012 -1.71088
C -2.30073 -0.65238 4.38731
H 0.03467 -4.64137 -0.82693
H -4.86334 -0.73822 -0.32399
H -1.58251 -0.86470 -9.44417
O 0.03200 -0.02831 -8.78838
H 0.58372 2.81907 4.71593
O -3.21301 -0.33436 0.88261
H 1.28854 -1.65311 -8.29699
H 4.05582 -0.27322 -2.38766
H 4.43358 -3.35378 1.72708
H -3.80116 3.36885 0.91989
C -4.37559 0.05333 0.24491
H 1.88704 0.30892 -7.05291
H -0.03953 -0.25840 -3.97683
C 1.19794 -2.35132 -2.25267
O -0.98820 -1.83319 -2.14553
H -2.44354 -1.54357 4.99846
C 2.36207 -1.98127 1.38325
C -0.47518 -3.67883 -0.86786
H 2.07232 -3.92988 6.83928
H 3.63618 1.55161 0.93135
H -3.72849 2.46026 -6.74853
H -4.30813 -1.48492 2.19242
H -0.88778 -1.22911 -5.14611
H 2.62786 -2.34932 6.04625
C 1.84576 -3.09800 6.17240
H 3.87155 3.14770 0.21431
H -3.49685 3.90311 -0.72316
C 3.92449 1.49484 -1.26019
C -0.68400 -0.44111 -9.89291
C -1.83176 0.72191 -4.60249
H -2.34730 0.80947 6.00107
H 1.55080 -1.19981 -6.14531
H -0.17473 -3.24780 0.08715
H -0.48712 -3.51876 -3.07663
C -1.60037 2.23715 -1.18530
Hf -1.20252 1.07761 1.86889
H 2.62478 -2.62074 0.54054
C -1.64948 0.39887 5.27130
H 5.40420 -2.33147 2.62983
O 3.04285 -0.84421 3.28365
H 1.64841 3.94454 0.28713
H 1.41399 -1.85911 -3.20091
F -3.21801 1.76476 2.77317
C -0.25525 2.87617 -0.93114
H -2.53572 0.26132 -3.90938
C 0.06695 2.01500 5.23986
H 1.87314 -4.13894 4.20619
C 4.37193 -2.67791 2.58002
H -2.27763 -2.91155 2.91139
F -0.58933 -0.43541 0.24352
H -3.34798 -0.36583 4.29111
H -0.41488 -4.78542 4.23251
H -0.91323 -0.17105 5.83807
N 0.20097 0.44233 -5.91629
O -2.46185 1.14240 -5.83497
H 1.13454 -2.58465 6.81951
H -0.85629 -1.50945 -1.25145
*
```

The total energy is -66758.967 eV.

A 3-piece molecular cluster, C23H22ClN4O overall at a distorted geometry, computed with ωB97M-V/def2-TZVPD.

ORCA input file:
```
! wB97M-V def2-TZVPD RIJCOSX def2/J DEFGRID3
* xyz 1 1
C 2.28122 -2.93220 1.10957
C -4.76712 1.54289 1.45698
C 2.78276 0.76143 1.13156
C 9.35375 -2.27947 2.83376
H -5.22131 2.48099 1.94914
H 7.77908 -3.99232 0.36125
C -4.90641 -1.20439 0.88212
Cl 4.36256 0.22437 1.87050
H -0.81222 2.98192 -0.03080
C 7.93682 -3.26000 1.14671
C -3.55667 -1.07507 0.01958
H 8.50188 -0.64615 3.94485
H -3.38869 1.98433 -2.26666
H -2.87563 2.61943 0.46510
H -0.16829 -1.08531 -0.94666
H -7.66784 1.51244 -4.72416
H -6.43746 0.09157 2.22016
C -4.32522 1.88528 -2.80722
N 1.74129 -0.21197 0.78835
H -0.93557 -0.84982 0.77638
C 7.12917 -1.42010 2.48035
C 0.99930 1.89451 0.26157
C -3.42954 1.60836 0.60167
H -3.44806 2.29103 -4.72998
H 10.30142 -2.24616 3.36219
C 8.34339 -1.37942 3.16038
C -6.73072 1.61966 -4.18640
H -5.47202 1.45889 -1.03855
C -4.35954 2.05535 -4.18938
H 5.98256 -2.38526 0.93622
C 6.92777 -2.35745 1.47084
C -2.80313 0.30059 -0.11022
H -5.46519 -2.21823 1.01400
H 6.34026 -0.72006 2.73674
C -5.56257 1.92481 -4.87837
C -0.54247 -0.29802 -0.16620
C 1.82879 -1.69252 0.96314
C -6.69839 1.45202 -2.80521
C -5.47449 0.12550 1.58514
C -5.49604 1.58663 -2.11529
H 0.67775 3.68622 -0.66282
H -7.60984 1.21505 -2.26539
N 0.20377 2.89473 -0.17582
H 2.84711 -3.90328 1.41090
H -3.16175 -2.04031 -0.49916
N 2.36674 2.12111 0.78770
H 9.93485 -3.92881 1.58079
N 0.67798 0.46964 0.26275
H -5.58891 2.06058 -5.95468
O -1.54443 0.50002 -0.84795
C 9.14931 -3.22299 1.83056
*
```

The total energy is -44719.187 eV.

A 13-piece molecular cluster, C43H109N3O13 overall at a distorted geometry, computed with ωB97M-V/def2-TZVPD.

ORCA input file:
```
! wB97M-V def2-TZVPD RIJCOSX def2/J DEFGRID3
* xyz 1 2
H -4.96887 6.61690 -6.83471
H -3.10908 -2.03930 7.39679
C 5.94371 -2.10078 2.23487
H 1.61969 -3.97073 -0.05669
H -0.37729 -6.09415 4.87791
H 0.17537 -4.86094 -0.52000
H 3.31109 1.77078 5.19672
H -3.39243 -3.86532 -2.00656
H -4.05037 0.43076 3.56489
H 2.34313 1.85426 -0.15387
C -3.75324 3.89489 -5.85118
H -4.02352 3.29538 -4.98191
N 3.32523 -5.01089 -1.91223
H -4.76897 7.20044 -5.23123
H 5.47529 -5.21732 -3.56491
H 1.64092 4.90203 1.14484
O -3.32468 -2.02225 6.46147
H -1.41384 -0.68475 0.89242
H 3.81486 0.68294 1.28419
H -5.28710 -1.01830 1.19456
H -2.37805 3.57681 0.74714
C 2.77616 -4.92255 -4.36530
C 2.18807 -2.08572 6.67070
H 1.26616 2.32401 5.30881
C -3.51687 5.41062 -5.56836
H 1.40631 -2.19518 1.74101
H 0.16484 -1.00281 -2.06986
H 0.91649 -0.97337 -5.57746
H 1.90028 -2.22649 5.62884
N -3.12663 5.70973 -4.18977
H 1.10054 -6.89310 -0.14585
C -2.96916 0.31196 6.05341
H 0.61828 4.51173 4.41925
H 0.46304 -2.16063 3.12971
H 2.79314 0.36468 -0.97782
H 0.30503 0.13198 4.33526
H 6.68331 -2.30426 3.00926
H 2.42631 -6.07894 0.69620
H 2.49742 -4.17610 -5.10908
H -0.92839 1.43323 -1.50548
H -2.38063 5.99889 -1.65514
C 3.52450 -4.21066 -3.18081
H -4.89105 1.38075 2.23909
O -0.53426 3.35235 1.58975
C 2.17961 0.77684 -0.17670
C -1.77466 5.49731 -3.65238
H -2.36825 2.11122 2.96470
H -2.08162 3.42574 -2.91785
H -0.56135 2.41636 1.37810
H -1.65086 4.78296 1.80775
H -0.38062 1.48612 3.47046
H 1.45529 -1.38971 -1.15135
H -0.34843 3.93701 -3.19137
H -0.29363 6.12437 -6.71600
H -2.71223 -2.31532 -1.76103
H -1.81160 7.32037 -2.68627
C -2.46311 5.95661 -6.62763
H -0.22961 1.41888 -5.02942
C 1.99566 -5.56200 -1.50400
O -4.69802 -2.02513 2.96341
C 1.27494 -6.24782 -2.65010
H -2.81971 -2.07548 1.48928
H 5.85105 -1.04385 1.98508
O -1.35911 0.27193 0.83434
H -1.95361 0.14436 5.69468
H -1.85656 -0.47799 -6.27178
H -3.95992 -1.11160 4.91257
C -3.15668 -3.43685 0.12758
H 5.71110 -3.72136 -2.81846
H 1.79240 3.87403 3.26676
O 3.44963 -0.28823 5.80444
H 3.64089 -0.74810 4.98374
C 1.67011 4.26342 4.27746
H -5.66265 5.75726 -5.34770
N -0.01152 0.44788 0.96538
H 2.67361 -7.41001 -0.65396
C -1.38362 4.00034 -3.52672
H 3.93481 -2.67935 1.80843
H 2.71428 3.97247 0.61977
C -2.74807 -3.31271 -1.32282
H 1.78152 1.52338 2.33939
C -0.05055 -1.26074 -5.16472
H 6.38560 -2.58797 1.36568
H 0.64097 1.53965 -2.27623
H 1.27233 -6.33235 -4.81704
H 1.95961 -2.73425 -3.00007
C 0.68562 0.41458 -0.30667
C -2.57281 3.17902 2.88674
C 3.39579 -1.13031 6.91399
H -3.60323 3.52882 2.82368
H -1.72912 -3.69124 -1.40394
H -0.22379 -4.86391 4.00909
C -5.20600 -0.83971 2.26677
C 1.42031 -5.58279 -4.03962
H -1.56257 3.51924 -4.48830
H 3.51048 -2.25554 -3.93481
O 3.34857 2.70689 4.98723
O -0.62865 0.99232 -5.79127
H -6.26447 -0.84453 2.52703
C -1.02858 5.61987 -6.08875
C -4.82344 6.27781 -5.80906
C 3.04603 -2.75636 -3.08536
H 5.25553 -3.81148 -4.50498
H -1.03318 7.23560 -4.65463
H -4.79037 5.85427 -3.13596
C -0.82935 6.16553 -4.69345
C 0.44340 -1.00776 -1.01607
H 2.42078 -3.12128 6.91883
H 1.82228 -7.16150 -2.88184
C 2.84014 0.22506 1.11573
C 1.14581 -4.51356 -0.87453
H 4.07902 -2.76054 4.52817
O 0.22316 -5.37427 4.68437
O 3.99591 -4.47878 -0.79984
H 4.32374 -1.70043 6.86964
H -2.65793 7.01538 -6.79840
H -2.56507 5.44065 -7.58235
H 2.94773 -0.84870 0.96222
H 4.62702 -3.82610 2.81489
H -0.28972 -2.04202 1.57334
H -0.14099 -1.69189 -0.40079
H 1.30176 -1.75934 7.21478
O 2.58200 4.85029 0.97780
H -0.74490 4.56873 -6.14105
H 0.20276 -6.43877 -2.60464
H 2.35108 5.09526 4.45757
H -4.22350 -3.36883 0.34057
H -0.65709 6.34498 -1.85314
H -1.80553 -0.11456 -4.58760
C 1.91992 0.44227 2.35185
C 4.59146 -2.74558 2.67592
H 3.29053 -0.57342 7.84506
H -2.05828 3.63446 3.73287
H 2.33133 0.21227 3.33467
C -1.87020 3.72062 1.70083
O 3.98032 -2.13522 3.80648
C -4.42016 0.44478 2.53962
H 0.13451 2.52919 -0.88619
H -4.48479 3.77624 -6.65047
H -2.81109 3.46594 -6.19241
C -3.87711 -0.85828 5.96949
H 2.09135 3.54515 6.21163
O -4.10737 5.18651 -3.23199
H -2.66460 -4.32982 0.51301
C -1.16663 -0.24270 -5.46137
H -1.19705 -0.06761 3.42017
C 0.54913 -1.66878 2.16081
H -4.83764 -0.75843 6.47496
H 0.21643 6.19635 -4.38766
C 0.13976 1.52431 -1.30841
O -2.47704 -2.37493 0.64400
H 3.31474 -5.73982 -4.84498
H 0.62834 -4.85409 -4.21252
H -3.31586 1.12934 5.42112
H 0.13187 -1.56398 -4.13377
C 0.55721 -0.12535 2.20686
H -5.33989 -2.60222 3.38362
H -3.45087 0.38685 2.04441
H 0.89023 -3.70242 -1.55631
H -2.94099 0.77045 7.04188
C -1.61461 6.29554 -2.37161
H 3.48279 -2.23542 -2.23331
C 5.03935 -4.21941 -3.51757
C 2.13412 -6.55932 -0.23759
H -0.27024 -2.19476 -5.68186
H 3.57406 -3.61777 -0.75188
C 2.00328 3.12104 5.21140
C -0.21709 0.40965 3.41962
*
```

The total energy is -77429.480 eV.

N6O18Pb as an isolated structure at a distorted geometry, computed with ωB97M-V/def2-TZVPD.

ORCA input file:
```
! wB97M-V def2-TZVPD RIJCOSX def2/J DEFGRID3
* xyz -4 1
O -2.73688 3.09019 -0.00484
O -0.87147 -2.56392 0.93249
O -2.00886 -1.49713 -0.30063
O -0.66497 -0.64328 4.67872
O -0.51692 0.04181 -2.70820
N 2.67089 -1.46548 -0.89901
N -1.22392 0.14439 -3.74214
O -1.91384 3.25932 1.91048
Pb 0.17528 -0.20664 0.03618
O -1.79983 -0.86749 -4.23405
N 0.21925 -1.09077 4.01030
O 1.08703 -1.73442 4.53506
N 2.13410 2.36469 -0.42446
O -1.46534 1.61610 0.54333
O 1.66936 -1.57810 -1.64629
O 3.00951 3.15508 -0.47581
O 3.71524 -1.30190 -1.37086
O 1.62487 1.85597 0.58502
O 0.43911 -0.79264 2.84848
O -1.16411 1.15018 -4.40320
O 2.44967 -1.57773 0.20260
O 1.68534 1.87446 -1.45621
O -2.69342 -3.42446 0.28006
N -1.96079 2.73064 0.77631
N -1.85939 -2.53894 0.32675
*
```

The calculation puts the energy above the lowest of the compared OMol25 structures with the same formula, charge and spin at 170.5 kJ/mol. The total energy is -51015.930 eV.

H24O20SV2 as an isolated structure at a distorted geometry, computed with ωB97M-V/def2-TZVPD.

ORCA input file:
```
! wB97M-V def2-TZVPD RIJCOSX def2/J DEFGRID3
* xyz 0 1
H -1.07724 -2.71067 -3.73244
H -1.10175 2.10464 -1.14648
H 2.81607 -0.92284 -2.77727
O 3.60216 -0.34992 0.14844
H -1.86225 3.38049 -0.77260
O 1.63072 -1.80048 2.95917
O 0.36675 0.95606 -1.12672
O 0.21679 1.01069 -4.26904
H 0.06502 0.95945 3.89560
H -1.47594 -1.67741 3.04190
O 0.86483 -0.11670 0.93937
H 2.19090 -3.47078 -0.04779
O 1.35168 -3.57512 0.40671
O -3.97962 -0.88523 0.87747
O 1.90851 -0.62559 -2.90718
O 0.20991 -1.46167 -0.98858
H 3.54980 -1.30870 0.21460
H -4.82445 -1.24608 0.59288
O -3.47303 0.18207 -1.50759
O 0.12531 1.44310 3.06432
H -0.32829 -2.63872 -2.40290
O -0.83844 -3.23696 -2.96386
O 1.73516 2.75000 0.83914
O 2.99695 1.68941 -1.84319
O -2.45381 1.87599 1.95533
H 3.42727 2.34800 -1.28474
H -3.47332 -1.61256 1.28387
O -1.38790 -0.14148 0.21556
H 0.34239 0.76796 2.39705
O -1.77283 -1.97480 2.17641
O -4.47045 1.92039 0.00864
H 2.84341 -0.03396 0.66261
H 1.32801 -2.67123 2.67573
O 0.79744 3.10841 -2.80652
H -2.75738 2.68349 2.37950
H 1.40309 -1.22534 2.21274
H 1.39199 -1.07109 -2.19812
O -1.98709 2.50774 -1.16395
S 0.02069 -0.20478 -0.25867
H -1.44073 -1.30522 1.55111
H 3.21460 0.82248 -1.44701
H 1.83955 2.38581 1.72491
H 0.76668 -2.89943 0.01884
H -1.52931 1.75963 2.25730
V 1.12205 1.57050 -3.07003
V -3.22180 0.89878 -0.10875
H 1.32789 2.04169 0.32421
*
```

The calculation puts the energy above the lowest of the compared OMol25 structures with the same formula, charge and spin at 0.0 kJ/mol. The total energy is -103554.659 eV.

C3H7ClOS as an isolated structure at a distorted geometry, computed with ωB97M-V/def2-TZVPD.

ORCA input file:
```
! wB97M-V def2-TZVPD RIJCOSX def2/J DEFGRID3
* xyz 0 1
Cl 2.41105 1.65338 -0.01326
H 3.39322 -1.05302 -1.75931
H 0.83656 -0.80627 -0.71345
O 2.67878 -1.44873 0.63096
H -1.08926 1.04521 0.74394
S 3.64598 -0.73528 -0.23932
H 1.10140 1.46270 1.87353
C -0.07131 -0.78038 -0.08297
H -0.36894 1.08681 -0.93580
H -0.06292 -1.22028 0.86110
C -0.20876 0.77764 0.13257
C 0.93114 1.29270 0.85021
H -1.07027 -1.09066 -0.62288
*
```

The calculation puts the energy above the lowest of the compared OMol25 structures with the same formula, charge and spin at 434.7 kJ/mol. The total energy is -28625.271 eV.

- What is the total energy in the fifth record?
  -103554.659 eV

- total energy of number 4 (N6O18Pb)?
  -51015.930 eV

- What is the total energy in the sixth record?
  -28625.271 eV

- What is the total energy in the third record?
  -77429.480 eV